11
Properties=species:S:1:pos:R:3:lowdin_charge:R:1 method="wB97M-V/def2-TZVPD" orbital_gap_ev="8.94 / 8.94" lumo_energy_ev="-0.74 / -0.74" relative_energy_kj_mol=364.5 e_homo_ev="-9.685 / -9.685"
C -0.820 -1.479 1.037 -0.50
O -0.308 -1.526 2.074 0.18
H -0.761 2.498 0.483 0.08
O 1.258 -2.267 -0.240 -0.01
Cl -1.641 -1.498 -1.523 0.69
N -1.557 -1.331 0.119 -0.37
Cl 1.081 3.522 -0.908 0.58
C 0.159 2.276 -0.029 -0.49
C 0.421 1.033 -0.223 -0.16
N 1.452 -1.111 -0.563 -0.04
N 0.716 -0.119 -0.228 0.04

309
Properties=species:S:1:pos:R:3:lowdin_charge:R:1 method="wB97M-V/def2-TZVPD" orbital_gap_ev=7.89 lumo_energy_ev=0.40 relative_energy_kj_mol=224.0 e_homo_ev=-7.490
C -1.721 1.909 4.611 -0.01
H -2.058 7.242 6.129 0.10
C 5.711 2.355 2.304 -0.11
C 1.088 -6.414 2.038 -0.17
H -0.911 -0.417 -7.139 0.06
H 6.261 6.365 -4.371 0.11
C 1.294 1.421 -3.234 -0.02
H -0.041 -1.117 1.902 0.08
H -3.520 -0.794 10.054 0.07
H 3.777 -4.832 -0.670 0.09
H -0.390 7.576 -0.266 0.07
H -8.218 -4.817 -3.892 0.12
H 2.672 5.954 -1.950 0.08
H 1.048 -6.959 -1.692 0.07
H -1.675 -3.408 0.707 0.07
H -4.183 -7.435 -2.262 0.09
H 2.666 -3.434 -0.477 0.07
H -4.243 -0.239 -0.747 0.05
C 5.575 5.629 -3.952 -0.18
H -0.908 -6.099 2.554 0.11
H 3.237 -2.363 -6.113 0.08
H -4.507 -3.449 -1.702 0.07
H -3.231 1.135 1.934 0.07
H 4.916 -4.028 -7.387 0.09
H 8.169 -5.369 -4.343 0.09
H -2.394 -2.800 -4.704 0.06
H -1.512 -1.220 6.923 0.10
H -7.476 1.502 1.194 0.11
C 6.359 4.346 -4.026 -0.15
C 8.150 -4.127 -6.882 -0.05
C 1.048 1.182 -5.760 0.00
H 5.564 3.076 1.500 0.09
H -0.550 6.551 6.463 0.08
H -4.032 -0.200 1.218 0.06
C 5.584 3.128 -3.381 -0.42
H 1.286 -0.158 1.134 0.05
H 0.180 3.636 -0.587 0.07
H 3.269 -0.353 0.429 0.08
H 5.544 -0.491 -4.041 0.10
H 2.265 0.930 -3.294 0.07
C 4.602 5.105 -0.273 -0.06
H 7.236 1.866 -3.946 0.08
H -0.854 6.747 4.815 0.08
H 5.830 -0.495 -1.093 0.06
H 0.380 -2.209 0.145 0.07
H 4.624 5.631 -4.484 0.11
H -1.145 -2.218 -6.890 0.07
C -1.893 5.082 5.713 -0.45
H 0.840 -1.218 -2.964 0.08
H -4.546 5.852 1.555 0.08
H -4.072 2.985 -2.476 0.06
H 3.781 4.647 0.279 0.08
C -6.882 -0.023 0.087 -0.20
H -3.377 -5.329 8.065 0.05
H 7.400 -1.982 1.941 0.08
H -3.001 -6.097 -3.554 0.08
C 7.360 -4.645 -4.440 -0.03
H 4.217 -1.101 -6.848 0.08
H 6.455 -5.248 -4.521 0.08
C -7.712 -2.831 -2.747 -0.06
C -1.597 -4.263 8.745 -0.47
H -1.090 1.421 7.019 0.10
H 6.340 1.163 -2.711 0.05
H 5.941 2.835 3.255 0.12
N -0.852 4.213 5.025 -0.08
C -6.618 -3.622 -3.401 -0.49
H 6.185 -0.495 -5.642 0.12
H 4.878 2.659 -5.425 0.08
H 8.088 -0.462 -3.922 0.10
C -3.774 6.390 -1.230 -0.13
C -5.294 1.583 1.473 -0.45
H 0.369 -1.517 -6.540 0.07
H -1.399 -3.017 5.297 0.09
H -5.283 7.344 0.932 0.09
H -0.681 2.855 -4.522 0.11
H -6.279 3.329 2.150 0.08
H 3.430 2.479 1.038 0.05
H -0.168 -4.649 2.461 0.11
H -3.900 3.805 0.049 0.07
H 0.832 1.264 -2.259 0.06
H -2.321 -4.421 -0.531 0.06
H 8.520 -1.851 -6.127 0.10
C -2.897 -2.100 8.377 -0.47
H -6.723 -6.991 -3.586 0.12
C -1.367 6.493 5.743 -0.06
C 6.687 2.141 -3.045 -0.06
H 0.266 -3.877 9.751 0.07
H -8.370 -3.468 -2.157 0.09
C -1.191 -1.040 -5.008 -0.46
C -0.155 6.678 -0.836 -0.01
H -3.145 0.995 -1.478 0.07
N -5.850 -4.567 -2.473 -0.07
H -1.665 -2.448 11.116 0.09
H 3.900 -0.212 4.084 0.08
H 0.293 -5.431 9.067 0.08
C 7.390 -3.671 -5.593 -0.44
O 3.703 -0.662 1.228 -0.01
H -7.273 -2.197 -1.977 0.06
H -3.607 -5.033 -4.787 0.08
C -5.037 -5.616 -3.061 -0.51
C -6.667 0.785 1.327 -0.13
C -4.334 -2.574 8.372 -0.05
H -3.257 -4.437 -3.113 0.06
H -7.876 -0.463 0.000 0.12
C -1.790 5.103 -1.795 -0.16
C -2.067 1.410 -5.277 -0.14
H -5.150 -7.114 -4.591 0.12
H 2.837 -6.802 -1.673 0.08
H -5.621 -7.041 -1.479 0.10
C 6.108 -1.106 -4.743 -0.20
H 7.925 2.480 2.088 0.11
H -2.990 -0.086 -4.015 0.08
H -6.855 0.485 -2.005 0.10
H 9.150 -4.497 -6.653 0.08
H -3.003 5.001 7.607 0.11
C -4.340 6.852 1.175 -0.05
H 7.359 4.417 -3.601 0.11
C -3.250 5.268 4.949 -0.02
H -1.294 1.833 -3.208 0.10
O 0.293 -1.680 -0.651 -0.08
O -5.270 -3.910 -1.346 -0.01
C 1.810 -5.414 -0.284 -0.47
H 4.895 6.911 -2.245 0.11
H 0.053 -3.445 -1.519 0.06
H 8.190 -3.366 -7.662 0.08
H -1.992 -0.414 9.452 0.07
H -4.122 7.535 1.996 0.08
C 0.765 2.377 5.109 -0.04
H 4.426 6.162 -0.078 0.09
C -0.404 -0.612 -0.154 -0.32
C -0.430 4.242 0.083 -0.01
H 4.241 -3.914 -4.043 0.08
C -1.143 -6.778 -0.135 -0.02
O 4.397 2.454 -1.306 -0.02
H -3.274 5.976 4.121 0.07
H -5.330 -1.830 -3.352 0.06
C 2.141 -5.627 1.226 -0.12
C 1.926 -6.767 -1.075 -0.02
H -3.093 2.921 6.859 0.11
H 0.409 1.396 -6.616 0.07
C -4.194 0.626 1.912 -0.03
N 4.822 0.249 1.351 -0.08
C -2.663 -5.426 8.883 -0.03
C 4.453 4.852 -1.723 -0.50
H 9.137 -2.548 -4.627 0.11
H -0.895 -5.013 6.788 0.10
H 1.519 2.997 5.593 0.08
H 1.399 -6.471 3.081 0.11
H -1.113 3.654 0.696 0.07
H 3.873 1.508 4.437 0.06
H 4.995 2.389 -0.558 0.06
H 1.860 -7.627 -0.409 0.06
N -2.158 6.000 0.515 -0.08
C 7.491 -1.329 -4.204 -0.16
H -2.933 1.962 -4.913 0.09
H 5.560 4.966 0.229 0.09
H 1.031 2.239 4.061 0.06
C -2.381 -1.878 6.928 -0.13
H -0.127 6.951 -1.891 0.08
H -3.204 -5.273 9.818 0.08
C -5.231 1.668 -1.109 -0.43
C -1.850 -4.453 0.452 -0.02
C -4.755 -6.566 -1.939 -0.06
H -5.724 2.343 3.490 0.08
C -1.561 -2.287 -4.223 -0.04
H -2.751 2.254 4.701 0.07
H -1.715 5.451 2.297 0.05
C -2.179 3.142 7.409 -0.19
H -0.052 -3.651 7.250 0.10
H -1.057 4.840 -2.558 0.12
H -3.281 5.694 -3.201 0.11
C -6.488 -5.592 -5.172 -0.16
H 0.972 -7.417 1.628 0.10
H -4.059 -5.996 -1.323 0.06
H 1.615 2.462 -3.265 0.06
H 4.215 1.582 -4.289 0.06
H -5.029 -2.164 7.639 0.09
H -4.072 5.485 5.632 0.08
C 6.175 -0.350 1.162 -0.45
H 0.301 4.625 0.795 0.06
C 8.232 -2.345 -5.200 -0.09
H 0.042 5.110 3.704 0.11
H 3.616 3.251 -4.403 0.06
H -1.565 -6.651 -1.132 0.07
N 0.444 -4.894 -0.382 -0.15
H -5.505 3.618 -1.817 0.07
C -6.678 0.980 -1.050 -0.12
C -3.663 -5.247 -3.720 -0.01
C -4.152 0.577 -1.464 -0.03
C 4.618 1.253 2.396 -0.44
H -3.193 -0.338 -5.673 0.11
O 0.874 -1.267 -3.923 0.00
H -2.301 7.100 -2.544 0.10
H -3.710 4.405 4.469 0.05
O -2.315 -2.987 10.659 -0.02
H 1.703 2.028 -5.552 0.06
N -4.951 2.304 0.217 -0.13
H -5.749 -5.268 -5.904 0.10
H 6.541 4.278 -5.099 0.12
C 4.508 2.626 -4.400 -0.01
H -0.807 -3.065 -4.113 0.08
H -2.285 8.790 0.832 0.08
C 0.313 0.963 -4.360 -0.44
H 8.162 0.306 1.050 0.12
C 0.209 -0.305 1.220 -0.05
C -5.445 2.727 2.509 -0.03
C 7.142 1.741 2.259 -0.18
H 6.306 5.951 -1.928 0.11
O -3.711 2.874 0.191 -0.03
H -1.290 5.160 7.830 0.11
H -1.466 -0.818 -0.026 0.11
H -4.558 3.351 2.621 0.06
C -0.963 1.839 -4.247 -0.13
H 2.990 -6.310 1.253 0.11
H 2.430 1.520 2.084 0.06
H -2.063 -6.940 0.428 0.08
H -1.477 1.984 3.552 0.06
H 7.648 -4.989 -7.319 0.07
C -0.636 -5.422 0.411 -0.47
C -5.894 -6.495 -4.091 -0.12
H -1.637 0.854 4.875 0.08
C -7.330 -4.467 -4.418 -0.14
H -2.767 -3.814 5.830 0.10
H 5.477 -3.045 -3.044 0.06
H -7.220 -6.090 -5.808 0.10
H 1.049 1.431 5.569 0.08
C -1.959 -3.192 6.216 -0.14
H -1.822 -2.095 -3.183 0.09
C -5.102 2.705 -2.256 -0.02
H -6.840 0.152 2.197 0.12
H -3.763 9.045 -0.080 0.08
H 2.746 -4.311 -2.009 0.07
H -3.413 0.106 8.507 0.08
H 7.367 2.577 -2.312 0.09
H -2.315 -6.458 8.916 0.08
H 7.078 1.374 0.173 0.11
O 5.189 -4.308 -6.510 -0.03
H -4.392 -3.633 8.120 0.06
O -1.592 6.274 1.819 -0.02
C 2.989 4.937 -2.180 -0.02
C -2.763 6.133 -2.348 -0.16
C 6.575 -1.351 2.273 -0.02
H -6.325 -1.998 -4.856 0.09
H 7.378 -1.769 -3.213 0.08
H 7.167 -4.086 -3.524 0.06
H 1.743 0.351 -5.883 0.06
H -7.425 1.773 -1.022 0.12
H -2.399 8.705 -1.001 0.07
C -2.848 8.454 -0.039 -0.03
C -0.185 -5.592 1.915 -0.14
H -0.460 -7.622 -0.037 0.07
H -7.719 -3.821 -5.206 0.11
C -0.943 2.495 6.899 -0.17
H -4.860 -2.855 -4.610 0.06
C -0.700 2.790 5.411 -0.46
H -6.117 -0.798 0.121 0.10
H -8.346 -2.221 -3.392 0.10
H -0.520 -5.072 10.627 0.08
H -2.551 -4.836 1.193 0.09
H 6.891 -0.789 3.152 0.06
H 0.800 6.352 -0.424 0.06
H -5.652 2.277 -3.094 0.09
H 2.353 -4.651 1.662 0.12
O 0.112 -4.397 -1.627 0.00
H -4.372 0.188 -2.458 0.05
H -0.204 0.660 1.516 0.07
H 3.540 -0.890 -5.299 0.05
H 3.152 3.012 2.620 0.09
C -0.698 -1.293 -6.526 0.01
H -4.800 -2.494 9.355 0.09
H 2.427 4.090 -1.786 0.07
N -1.982 -2.948 9.222 -0.08
N -0.131 -0.432 -4.247 -0.18
C -2.987 -0.697 9.108 -0.04
C 3.352 2.101 2.057 -0.05
H 5.732 -1.996 -0.214 0.07
H -0.252 0.295 -0.740 0.10
N 5.996 -3.180 -6.013 -0.06
C 5.246 -2.268 -5.098 -0.48
O -0.711 4.517 3.643 -0.03
C -5.754 -2.516 -4.086 -0.02
H 7.466 1.127 3.099 0.10
H 5.389 0.647 4.407 0.06
C -1.070 -4.041 7.248 -0.10
H -1.924 1.664 -6.328 0.10
H -2.269 2.883 8.464 0.11
C -2.419 -0.102 -4.943 -0.12
H -2.408 4.227 -1.599 0.09
H -4.431 7.214 -1.510 0.11
N 5.017 3.499 -2.011 -0.11
C 5.348 5.941 -2.447 -0.11
C -0.371 -4.748 9.597 -0.06
C 4.723 -2.961 -3.826 -0.03
H 5.802 -2.071 2.541 0.08
H 2.921 5.018 -3.265 0.07
C -1.140 5.553 -0.486 -0.45
H -4.338 0.235 2.919 0.09
C 4.423 0.728 3.910 0.00
H -4.520 5.623 -1.024 0.10
H 7.204 -1.461 -0.669 0.08
C 6.276 -1.053 -0.270 -0.03
H 3.941 -2.372 -3.346 0.08
C 2.802 -4.418 -0.926 -0.03
C -2.042 4.673 7.209 -0.12
C -3.223 6.947 0.150 -0.49
C 4.030 -1.640 -5.919 -0.02
H -3.123 -1.273 6.406 0.11
C 7.187 0.792 1.089 -0.17
H -0.105 2.706 7.563 0.13

no.,F_max (eV Å⁻¹)
1,2.551
2,3.713